76
Properties=species:S:1:pos:R:3:forces:R:3:lowdin_spin:R:1 method="wB97M-V/def2-TZVPD" total_energy_ev=-482922.41292 orbital_gap_ev="7.2 / 4.4" charge=-1 molar_mass_g_mol=1220.60 spin_multiplicity=2 homo_energy_ev="-5.22 / -5.21" max_force_ev_per_a=1.38 lumo_ev="2.03 / -0.85"
Hg 0.25502 1.91438 -0.26026 0.81 0.00 0.20 0.032
C -2.73509 0.03606 1.42372 -0.01 0.18 0.03 0.003
N -2.46715 1.41176 0.97391 -0.18 -0.14 0.26 0.050
C -2.50452 2.33816 2.12726 0.09 -0.10 -0.26 0.010
C -1.31351 2.22159 3.04895 0.03 -0.05 -0.10 0.000
N -0.09658 2.74385 2.45850 0.34 -0.03 0.08 0.007
C -0.08658 4.20864 2.45807 0.03 0.07 -0.19 0.009
C 1.11063 2.27116 3.09780 0.09 0.16 0.10 0.001
C 1.09936 1.96674 4.46239 -0.06 0.02 -0.10 0.000
C 2.24407 1.54667 5.11870 0.05 -0.04 -0.04 0.000
C 3.42550 1.41985 4.39791 -0.02 0.08 -0.24 0.000
C 3.45233 1.73643 3.04493 -0.16 0.04 0.10 0.000
C 2.31113 2.19117 2.36166 0.09 0.10 0.23 0.000
S 2.47207 2.63358 0.66267 -0.27 0.01 0.49 0.001
C -3.25609 1.81934 -0.10859 0.00 0.12 -0.26 0.078
C -4.37264 1.07825 -0.49338 -0.30 -0.03 -0.37 -0.013
C -5.14606 1.44726 -1.58886 0.12 -0.02 0.13 0.105
C -4.84295 2.58759 -2.33831 0.06 -0.05 0.08 -0.003
C -3.75480 3.34652 -1.97821 -0.03 -0.20 0.19 0.073
C -2.92491 2.98070 -0.88303 -0.12 0.24 -0.13 0.065
S -1.53447 3.93782 -0.62422 -0.25 -0.15 -0.10 0.522
H -2.73297 -0.64573 0.57703 0.09 0.03 0.01 0.000
H -1.94966 -0.28055 2.09947 0.13 0.00 0.03 0.001
H -3.69999 -0.03493 1.95505 0.14 0.03 -0.07 0.002
H -3.39907 2.12267 2.71726 -0.22 -0.05 0.04 0.001
H -2.59326 3.35708 1.76648 -0.03 0.06 -0.10 0.006
H -1.14467 1.18148 3.31974 0.01 -0.05 0.03 0.000
H -1.58266 2.76257 3.96388 0.01 0.05 0.18 0.001
H -0.16564 4.59616 3.48342 0.02 -0.02 0.01 0.001
H -0.91436 4.60894 1.86571 0.10 -0.08 0.09 0.009
H 0.84733 4.55300 2.01176 -0.07 -0.02 0.01 0.000
H 0.17799 2.06962 5.03134 0.15 -0.03 -0.11 0.000
H 2.21136 1.32201 6.18058 0.00 -0.01 -0.13 0.000
H 4.32767 1.07365 4.88877 -0.02 0.00 -0.05 0.000
H 4.36681 1.62694 2.47215 -0.05 -0.01 0.08 0.000
H -4.65538 0.19560 0.06691 0.03 0.14 -0.14 -0.003
H -6.00141 0.83472 -1.85540 0.06 0.07 0.03 0.006
H -5.44672 2.86615 -3.19377 0.03 -0.04 0.06 -0.002
H -3.48079 4.22619 -2.54876 0.02 -0.05 0.09 0.001
Br 1.00819 -0.64386 1.73861 -0.14 -0.15 0.00 0.000
B 0.79185 -2.47722 1.10420 -0.17 -0.05 0.04 0.000
B 0.54454 -3.81995 2.26761 0.04 0.07 0.58 0.000
C -0.31466 -4.98927 1.32362 0.84 0.83 -0.71 0.000
B -0.79342 -3.34382 1.13504 -0.38 0.30 0.15 0.000
B -0.80745 -4.51264 -0.26926 -0.52 -0.11 -0.31 0.000
B 0.54102 -5.72445 -0.00583 -0.04 -0.63 -0.14 0.000
B 1.36280 -5.29987 1.58280 0.32 -0.47 0.31 0.000
B 2.11275 -3.68227 1.39296 -0.16 0.01 -0.11 0.000
Br 3.73457 -3.19965 2.34644 0.05 0.03 -0.04 0.000
B 2.10662 -4.84787 -0.00126 -0.16 0.05 0.01 0.000
Br 3.73759 -5.70969 -0.61174 0.02 0.03 -0.06 0.000
B 0.75688 -4.35605 -1.15057 0.02 0.02 0.21 0.000
Br 0.87196 -4.67307 -3.06428 0.02 0.06 -0.04 0.000
B -0.06142 -2.88272 -0.44028 -0.03 -0.18 0.08 0.000
Br -0.91073 -1.49536 -1.51102 0.04 -0.17 -0.08 0.000
B 1.73901 -3.09689 -0.30148 -0.16 -0.16 0.26 0.000
Br 2.95640 -1.92986 -1.23984 0.04 0.06 -0.08 0.000
H 0.38839 -3.71241 3.44183 0.05 -0.01 -0.18 0.000
H 0.40550 -4.34773 0.74006 -0.28 -0.20 0.31 0.000
H -1.82116 -2.93373 1.57211 0.13 0.00 -0.07 0.000
H -1.84332 -4.86460 -0.73403 0.15 0.08 0.02 0.000
H 0.38094 -6.86549 -0.29087 0.02 0.14 -0.01 0.000
H 1.73794 -6.16544 2.30545 -0.01 0.13 -0.12 0.000
C 0.55415 1.33299 -2.23809 -0.50 0.24 0.13 0.032
C 0.99690 1.25425 -3.35864 0.34 -0.09 -0.72 0.005
C 1.56607 1.12058 -4.68251 -0.09 0.05 0.17 0.000
C 2.33015 2.15705 -5.23595 -0.04 -0.10 -0.03 0.000
C 2.87592 2.03092 -6.50755 -0.06 -0.05 0.07 0.000
C 2.67136 0.86978 -7.24658 -0.05 0.01 0.12 0.000
C 1.91548 -0.16439 -6.70451 -0.02 0.08 0.10 0.000
C 1.36680 -0.04299 -5.43238 0.03 0.00 -0.07 0.000
H 2.49138 3.05490 -4.65125 -0.01 -0.04 -0.04 0.000
H 3.46543 2.84174 -6.92417 -0.04 -0.07 0.05 0.000
H 3.10393 0.76975 -8.23551 -0.03 0.01 0.04 0.000
H 1.75300 -1.07303 -7.27421 0.02 0.05 0.06 0.000
H 0.78529 -0.85071 -5.00213 0.05 0.04 -0.02 0.000

59
Properties=species:S:1:pos:R:3:forces:R:3:nbo_charge:R:1 method="wB97M-V/def2-TZVPD" total_energy_ev=-82604.82036 orbital_gap_ev=7.6 charge=-1 molar_mass_g_mol=777.03 spin_multiplicity=1 homo_energy_ev=-5.11 max_force_ev_per_a=0.27 lumo_ev=2.46
Tl -0.22338 -1.13023 -0.21803 -0.03 0.03 0.03 0.779
C -0.48429 1.67696 4.01374 0.01 0.01 0.00 -0.257
O -1.47088 0.64922 4.06770 -0.02 0.12 0.05 -0.517
C -1.29173 -0.33225 3.16734 -0.04 -0.04 -0.04 0.910
O -0.26176 -0.50709 2.55656 0.09 0.02 0.01 -0.676
N -2.41561 -1.10274 3.11769 0.01 -0.02 -0.03 -0.485
N -2.54970 -1.97084 2.02782 -0.01 -0.08 -0.05 -0.647
H -0.78442 2.41005 4.75724 0.01 0.00 0.00 0.188
H -0.47585 2.12825 3.02142 0.02 0.01 -0.02 0.206
H 0.50316 1.27709 4.24579 0.00 0.01 0.00 0.184
H -3.25254 -0.64129 3.44559 -0.02 0.03 0.04 0.390
H -3.27071 -1.60298 1.41432 -0.01 0.00 -0.03 0.384
H -2.81731 -2.88650 2.36251 0.02 -0.01 0.00 0.353
O 3.34976 -2.03928 -3.22559 0.08 -0.04 -0.04 -0.713
C 2.57343 -1.50635 -2.42655 -0.10 -0.03 0.09 0.750
O 1.39967 -1.89330 -2.14111 0.12 -0.11 0.03 -0.816
C 3.08764 -0.28281 -1.66552 -0.02 0.03 -0.01 0.132
C 4.22055 0.39708 -2.17930 0.00 0.01 0.00 -0.227
C 4.69851 1.47859 -1.51035 0.00 0.00 -0.01 -0.154
C 4.07538 1.88256 -0.30573 0.01 0.00 0.01 -0.091
C 4.52203 2.98700 0.45751 0.00 0.00 0.00 -0.197
C 3.88994 3.32166 1.61966 0.00 0.00 0.01 -0.213
C 2.78553 2.56469 2.06996 -0.01 0.01 0.00 -0.234
C 2.32873 1.49644 1.35264 -0.02 0.00 -0.01 -0.123
C 2.96579 1.13322 0.14143 -0.02 -0.02 -0.02 0.134
N 2.48196 0.06709 -0.56081 -0.02 0.00 0.00 -0.419
H 4.66353 0.02365 -3.09070 0.00 0.00 0.00 0.241
H 5.55407 2.03499 -1.87738 0.00 0.00 0.00 0.204
H 5.37236 3.55793 0.10196 0.00 0.00 0.00 0.203
H 4.23207 4.16871 2.20114 0.00 0.00 0.00 0.205
H 2.29270 2.84415 2.99239 -0.02 0.00 0.02 0.207
H 1.47884 0.91505 1.68699 -0.03 -0.03 0.00 0.243
S 0.54730 -4.47314 0.58609 -0.04 -0.02 -0.11 -0.239
C 1.18373 -5.27601 -0.73425 0.02 0.01 0.11 0.237
N 1.66090 -4.56332 -1.80834 0.10 0.24 -0.02 -0.536
C 2.30456 -5.11514 -2.84054 0.03 -0.04 -0.06 0.121
C 2.46231 -6.47048 -2.88958 -0.01 0.01 0.00 -0.388
C 1.88837 -7.18102 -1.82185 -0.01 -0.01 0.01 0.117
N 1.28077 -6.63917 -0.79699 0.00 0.00 -0.02 -0.472
H 1.55405 -3.51859 -1.83342 -0.18 -0.10 0.03 0.479
H 2.67428 -4.40841 -3.57380 -0.01 0.02 0.00 0.254
H 2.97965 -6.96060 -3.69867 0.00 0.00 0.00 0.223
H 1.93571 -8.26763 -1.81739 0.01 0.00 0.01 0.183
O -4.70931 0.01826 1.16083 0.01 0.00 0.03 -0.979
S -4.10713 1.33250 1.26374 0.03 0.00 -0.05 2.284
O -4.33089 2.03433 2.50109 0.01 -0.02 0.04 -0.948
N -2.52837 1.25500 0.88830 0.03 -0.01 0.04 -0.842
C -2.24462 1.91063 -0.22652 -0.03 -0.07 -0.02 0.112
S -0.73979 1.98987 -0.95275 0.04 0.07 0.04 -0.260
C -3.44510 2.57945 -0.84258 0.00 0.00 -0.01 -0.126
C -3.51150 3.35021 -1.99072 0.00 0.00 0.00 -0.165
C -4.74552 3.86255 -2.36835 0.00 0.00 0.00 -0.211
C -5.89139 3.60839 -1.61681 0.00 0.00 0.00 -0.210
C -5.82599 2.83278 -0.46641 0.00 0.00 0.00 -0.214
C -4.58879 2.33558 -0.11032 -0.01 0.00 0.00 -0.246
H -2.61082 3.53190 -2.56234 0.00 0.00 0.00 0.242
H -4.82193 4.46893 -3.26224 0.00 0.00 0.00 0.209
H -6.84167 4.01904 -1.93403 0.00 0.00 0.00 0.208
H -6.70629 2.62534 0.12756 0.00 0.00 0.00 0.225

63
Properties=species:S:1:pos:R:3:forces:R:3:nbo_charge:R:1 method="wB97M-V/def2-TZVPD" total_energy_ev=-43621.95860 orbital_gap_ev=7.8 charge=0 molar_mass_g_mol=477.54 spin_multiplicity=1 homo_energy_ev=-7.81 max_force_ev_per_a=1.49 smiles="COCCn1nnnc1[C@@H](c1cc2cccc(C)c2[nH]c1=O)N1CCN(c2ccccc2F)CC1" lumo_ev=-0.05
C -2.51257 3.95222 3.60743 -0.01 0.04 0.05 -0.245
H -1.51318 4.31932 3.87398 -0.02 0.01 0.00 0.163
O -2.43562 2.77718 2.84201 -0.12 -0.27 -0.20 -0.543
C -1.79492 1.72044 3.51775 0.16 -0.07 0.09 -0.067
C -1.84940 0.48273 2.61850 -0.74 0.67 0.06 -0.255
N -0.83038 -0.45352 2.98911 1.27 -0.66 -0.40 -0.176
C 0.24178 -0.93489 2.31673 -0.29 0.23 0.65 0.335
N 0.88705 -1.75222 3.12290 0.46 0.14 -0.93 -0.314
N 0.21616 -1.76135 4.26496 0.21 -0.53 0.76 -0.068
N -0.79625 -1.00228 4.20629 -1.06 0.60 0.44 -0.075
C 0.65703 -0.69129 0.90181 0.00 -0.09 -0.21 -0.110
N 0.16632 0.59339 0.42019 0.17 -0.14 -0.13 -0.448
C 0.14005 0.72447 -1.02591 -0.23 0.12 -0.17 -0.237
C -0.51824 2.06286 -1.37322 -0.01 -0.33 -0.26 -0.207
N 0.18021 3.18258 -0.78669 -0.29 -0.12 0.03 -0.436
C 1.12564 3.92521 -1.46388 0.24 0.28 -0.35 0.094
C 1.50098 5.18302 -0.96351 0.04 -0.08 -0.06 -0.187
C 2.40011 5.99964 -1.61494 0.09 0.05 0.02 -0.223
C 2.96547 5.60994 -2.81792 0.00 -0.02 -0.04 -0.235
C 2.61276 4.38436 -3.34953 -0.05 0.01 0.06 -0.257
C 1.72277 3.56791 -2.68093 0.07 0.01 0.00 0.336
F 1.46657 2.36171 -3.26438 -0.02 0.10 0.16 -0.342
H 3.03037 4.03212 -4.28015 0.02 -0.07 -0.08 0.228
H 3.66577 6.24672 -3.33396 0.06 0.06 -0.06 0.216
H 2.65225 6.95716 -1.18448 0.01 0.08 0.04 0.214
H 1.04926 5.53096 -0.04776 -0.08 0.01 0.07 0.204
C 0.25593 3.02418 0.64922 0.27 -0.18 0.27 -0.218
C 0.92702 1.68914 0.99410 -0.08 0.29 0.13 -0.240
H 0.97061 1.56696 2.07857 0.02 0.01 0.03 0.208
H 1.96540 1.69553 0.61081 -0.05 -0.02 0.06 0.174
H 0.83019 3.83359 1.09654 -0.08 -0.01 0.00 0.211
H -0.76081 3.03550 1.05497 0.09 0.04 0.08 0.219
H -0.59859 2.18179 -2.45133 -0.03 0.01 0.10 0.225
H -1.52988 2.06176 -0.95063 0.02 -0.06 -0.06 0.201
H -0.45626 -0.08567 -1.44808 0.03 0.05 -0.05 0.211
H 1.15288 0.67555 -1.45922 -0.04 -0.01 -0.03 0.177
C 0.18347 -1.87552 0.08897 0.46 0.01 -0.17 -0.048
C 1.06012 -2.65724 -0.57951 -0.32 0.29 0.23 -0.111
C 0.65113 -3.80723 -1.31874 -0.34 -0.33 -0.15 -0.144
C 1.55339 -4.61694 -2.01937 -0.18 -0.01 0.02 -0.155
C 1.09928 -5.71536 -2.70701 0.17 -0.02 -0.05 -0.236
C -0.25897 -6.02840 -2.70885 -0.01 0.18 0.13 -0.166
C -1.18197 -5.25736 -2.03117 -0.01 -0.03 -0.03 -0.071
C -0.71775 -4.13167 -1.32867 0.71 -0.20 -0.26 0.260
N -1.57461 -3.32011 -0.63667 -0.44 -0.13 0.00 -0.580
C -1.24037 -2.20078 0.09184 -0.08 -0.25 -0.19 0.620
O -2.11556 -1.57789 0.66760 -0.04 0.23 0.09 -0.633
H -2.55955 -3.55558 -0.62333 0.13 0.13 0.06 0.419
C -2.64112 -5.60450 -2.03729 0.13 0.05 0.02 -0.640
H -2.81249 -6.49753 -2.63184 -0.06 -0.03 -0.01 0.230
H -2.99818 -5.79692 -1.02522 -0.12 -0.03 0.06 0.220
H -3.23246 -4.79371 -2.46360 -0.13 0.03 -0.02 0.218
H -0.59886 -6.89697 -3.25352 -0.07 -0.08 -0.04 0.212
H 1.79020 -6.34294 -3.24832 0.07 -0.04 -0.04 0.218
H 2.60255 -4.36432 -2.00772 0.13 0.03 0.00 0.215
H 2.11566 -2.42270 -0.56400 0.10 0.09 0.05 0.218
H 1.76460 -0.72037 0.89320 -0.21 -0.04 0.01 0.209
H -1.68291 0.76501 1.57873 -0.06 -0.11 0.28 0.275
H -2.82049 -0.00808 2.69992 0.10 0.03 -0.07 0.229
H -0.74588 1.99114 3.72631 -0.09 -0.07 0.00 0.159
H -2.28456 1.52008 4.48142 0.09 0.05 -0.07 0.182
H -3.08362 3.79044 4.52927 0.01 0.02 -0.02 0.170
H -3.01920 4.69180 2.99107 0.01 0.06 0.07 0.196